Density functional theory data (ωB97M-V/def2-TZVPD) for 8 unconnected molecules or ions with the total composition C24H64B4F16N4O8 at a distorted geometry.

XYZ file:
```
120
Properties=species:S:1:pos:R:3:forces:R:3
C -1.344 7.316 -5.331 -1.18 -0.27 0.33
O -2.171 6.439 -6.178 1.09 -0.19 0.52
C -3.333 6.973 -6.741 0.11 -0.03 -0.21
C -4.071 5.892 -7.601 1.27 -0.37 0.72
N -4.366 4.566 -6.822 0.75 1.14 1.31
H -4.795 4.856 -5.954 -0.68 0.31 0.19
H -5.043 4.016 -7.331 -0.31 -0.04 -0.27
C -3.359 3.526 -6.280 0.36 -0.20 0.25
C -2.924 2.636 -7.374 1.11 -0.79 -1.03
O -1.805 3.106 -8.150 -0.99 -0.20 0.70
C -0.553 2.946 -7.480 0.43 -0.42 0.11
H -0.821 8.110 -5.864 -0.28 -0.11 -0.31
H -0.617 6.769 -4.730 0.04 -0.67 -0.78
H -1.984 7.712 -4.543 -0.28 0.52 -0.20
H -3.116 7.837 -7.370 0.18 -0.12 -0.75
H -3.966 7.466 -6.003 -0.51 -0.56 0.55
H -3.485 5.576 -8.464 0.17 0.15 0.15
H -5.022 6.289 -7.957 -0.08 -0.20 0.23
H -3.890 2.903 -5.560 -0.69 0.18 -0.11
H -2.531 3.888 -5.671 -0.15 0.95 -0.53
H -3.784 2.433 -8.012 0.09 0.33 -0.70
H -2.763 1.631 -6.983 0.60 -0.04 0.35
H -0.336 1.913 -7.211 -0.35 -0.35 -0.22
H -0.453 3.478 -6.534 -0.26 0.51 -0.09
H 0.245 3.252 -8.156 -0.29 0.24 0.00
C -2.633 -2.610 5.717 -0.05 0.66 -1.37
O -2.730 -3.937 6.231 -0.42 -0.40 -0.25
C -4.006 -4.512 5.974 -0.52 0.67 0.34
C -4.227 -5.850 6.584 1.84 -1.70 0.19
N -3.104 -6.782 6.125 0.54 -0.52 1.04
H -3.204 -6.959 5.135 -0.49 -0.69 -0.75
H -2.209 -6.316 6.149 0.62 0.53 0.48
C -2.955 -8.086 6.957 -1.35 0.42 -1.90
C -1.651 -8.823 6.638 1.28 1.74 0.98
O -0.578 -7.791 6.722 0.03 -1.27 1.03
C 0.027 -7.697 8.061 -1.03 -0.59 -0.51
H -2.757 -2.541 4.637 0.24 -0.84 -0.47
H -1.653 -2.161 5.881 -0.13 -0.39 0.62
H -3.431 -1.909 5.962 -0.12 -0.24 1.23
H -4.262 -4.698 4.931 0.31 0.94 -0.49
H -4.742 -3.892 6.486 -0.43 0.34 -0.55
H -5.096 -6.365 6.173 -0.41 0.54 0.42
H -4.169 -5.848 7.672 -0.25 -0.03 -0.05
H -3.843 -8.635 6.644 0.13 -0.47 0.04
H -3.158 -7.794 7.987 0.73 -0.03 0.03
H -1.519 -9.335 5.684 -0.63 0.58 -0.29
H -1.510 -9.610 7.378 0.07 0.12 0.27
H -0.718 -7.290 8.746 0.15 0.49 0.09
H 0.959 -7.133 8.064 -0.39 0.25 -0.45
H 0.259 -8.674 8.484 0.08 -0.32 -0.39
C 1.381 -6.211 -0.417 0.27 0.84 -0.06
O 1.112 -4.835 -0.744 1.05 0.24 -0.13
C 0.449 -4.116 0.273 -0.65 -0.25 0.96
C 1.104 -2.715 0.486 -0.18 -0.43 -1.87
N 1.235 -2.217 -0.998 1.80 0.55 1.54
H 1.459 -3.091 -1.452 0.30 -0.41 -0.90
H 0.313 -1.933 -1.295 -0.52 0.43 -0.34
C 2.349 -1.155 -1.324 -1.06 -0.61 0.55
C 2.653 -1.088 -2.828 0.80 -0.41 2.42
O 3.067 -2.416 -3.188 -1.46 1.02 -0.88
C 2.983 -2.504 -4.608 0.88 -1.14 -0.33
H 0.468 -6.771 -0.619 0.26 -0.36 0.33
H 1.753 -6.237 0.607 -0.50 -0.35 0.27
H 2.237 -6.561 -0.994 -0.36 0.11 -0.48
H 0.539 -4.673 1.206 -0.01 0.13 0.25
H -0.609 -4.149 0.013 -0.19 0.76 0.13
H 2.069 -2.898 0.959 0.30 0.30 -0.62
H 0.618 -1.926 1.059 -0.50 -0.44 -0.05
H 3.216 -1.455 -0.735 -0.10 -0.07 -0.08
H 1.938 -0.225 -0.932 0.24 0.09 -0.11
H 3.544 -0.475 -2.961 -0.15 0.50 0.08
H 1.802 -0.552 -3.251 -0.21 -0.87 -1.05
H 1.979 -2.733 -4.963 -0.18 0.58 0.08
H 3.591 -3.347 -4.938 0.07 -0.20 0.28
H 3.465 -1.646 -5.077 -0.45 0.32 -0.06
C 1.041 6.811 2.978 0.14 0.45 0.25
O 1.219 5.978 1.824 1.06 0.97 0.16
C 1.981 6.597 0.772 -0.60 -0.78 -0.49
C 3.530 6.481 0.941 -2.95 -0.74 1.45
N 3.748 4.943 1.127 1.03 1.93 -0.17
H 3.215 4.590 1.908 -0.86 0.14 0.67
H 3.293 4.511 0.335 0.39 -0.54 -0.88
C 5.188 4.573 1.414 0.15 -0.42 -1.28
C 5.550 3.161 0.866 -0.22 0.21 0.50
O 5.058 2.174 1.709 -0.24 -0.45 0.11
C 5.849 1.966 2.837 -0.10 -0.83 1.39
H 1.864 7.483 3.220 0.82 -0.27 -0.31
H 0.892 6.220 3.882 -0.21 -0.35 -0.42
H 0.246 7.549 2.874 -0.62 -0.41 -0.36
H 1.627 7.609 0.576 0.40 0.31 0.27
H 1.707 6.052 -0.131 -0.06 -0.18 -0.09
H 3.644 6.985 1.900 1.10 -0.26 -0.02
H 4.029 6.966 0.103 0.38 -0.72 0.10
H 5.264 4.660 2.498 0.29 -0.23 -0.13
H 5.834 5.311 0.938 -0.17 0.07 0.02
H 6.624 2.993 0.786 0.29 0.68 -0.13
H 5.124 2.939 -0.112 -0.12 0.58 -0.15
H 6.913 1.787 2.686 0.18 -0.02 -0.81
H 5.457 1.071 3.321 -0.06 0.08 0.03
H 5.819 2.753 3.590 -0.36 0.40 -0.05
B 1.031 2.091 3.686 -0.71 -0.01 -0.87
F -0.050 2.368 4.441 -1.90 0.07 2.07
F 0.552 1.893 2.409 -0.10 -0.46 -1.97
F 1.822 3.202 3.706 2.09 2.01 -0.19
F 1.725 0.994 4.089 0.96 -1.48 0.75
B 3.748 4.883 -3.492 0.48 0.91 -0.37
F 3.185 6.152 -3.470 -0.80 1.19 0.17
F 5.084 5.019 -3.167 1.33 -0.11 1.66
F 3.009 4.090 -2.625 -0.10 -0.81 0.80
F 3.795 4.413 -4.764 -0.96 -1.13 -1.80
B -2.717 -0.882 -3.012 1.47 0.04 -1.39
F -2.595 -1.710 -1.952 -0.33 -2.43 1.38
F -3.921 -0.281 -3.064 -1.99 0.57 -0.40
F -1.742 0.050 -2.776 1.80 2.20 0.00
F -2.354 -1.471 -4.279 -0.56 -0.35 0.37
B -4.133 -8.694 2.257 -1.07 -0.26 0.67
F -4.867 -8.874 1.132 -0.61 -1.02 -1.42
F -4.887 -9.122 3.394 0.11 -0.52 0.58
F -2.899 -9.297 2.239 0.86 -0.58 0.06
F -4.016 -7.345 2.403 0.96 2.64 0.80
```
Positions in Å, forces in eV/Å.

As for the lowest unoccupied orbital energy: -0.032 hartree. For the calculated total energy, the calculation gives -94465.3195 eV. The calculation puts the highest occupied orbital energy at -9.88 eV.

Mulliken atomic charge list, values in e, 5 entries:
1 C -0.827
2 O -0.241
3 C -0.565
4 C -0.654
5 N -0.173

---

Density functional theory data (ωB97M-V/def2-TZVPD) for 13 unconnected molecules or ions with the total composition C24H64BN4O20 at a distorted geometry.

XYZ file:
```
113
Properties=species:S:1:pos:R:3:forces:R:3
O 0.803 -3.103 -0.337 -0.93 1.86 -0.71
C 0.474 -1.919 -0.477 1.16 -1.41 1.13
O 0.454 -1.063 0.515 -0.42 0.04 -0.21
B 0.225 0.329 0.026 -0.35 0.01 -0.33
O 0.056 0.120 -1.449 -0.31 -0.70 -0.36
C 0.239 -1.157 -1.799 0.83 0.33 -1.37
O 0.392 -1.620 -2.928 -0.76 0.90 2.42
O 1.434 1.155 0.260 -0.84 -0.86 -0.29
C 1.135 2.185 0.992 2.05 2.75 1.45
O 1.967 3.034 1.360 -2.76 -2.03 -0.76
C -0.406 2.118 1.347 0.13 -1.11 -0.44
O -0.927 1.040 0.713 1.96 0.00 -0.42
O -1.019 2.819 2.089 0.03 0.45 0.12
C -1.691 1.169 -4.392 0.06 -0.45 0.65
O -2.907 0.719 -4.972 0.50 0.20 -0.54
H -0.976 1.594 -5.095 -0.53 0.36 -0.35
H -1.934 1.859 -3.583 0.31 0.27 -0.04
H -1.118 0.357 -3.943 -0.14 -0.27 0.13
H -3.164 -0.071 -4.491 -0.26 -0.21 0.20
C 2.550 -1.037 3.161 0.01 0.18 1.20
O 3.141 -1.108 4.510 -0.20 -0.51 -1.35
H 1.464 -1.007 3.246 -0.06 0.29 -0.08
H 2.944 -0.169 2.633 -0.14 0.03 -0.06
H 2.753 -1.930 2.570 0.47 -0.09 0.42
H 2.736 -0.430 5.055 -0.14 0.07 -0.17
C 1.548 -5.182 2.784 0.09 1.08 0.67
O 2.751 -5.443 3.538 -0.53 -0.73 -0.67
H 1.722 -4.345 2.108 -0.05 -0.02 -0.20
H 1.130 -6.005 2.204 0.77 -0.43 0.21
H 0.758 -4.878 3.471 -0.18 0.05 0.05
H 2.802 -4.806 4.254 -0.10 0.11 -0.09
C 3.037 1.116 -2.551 0.22 -0.08 0.15
O 4.351 0.972 -3.069 0.14 0.01 -0.04
H 2.865 2.169 -2.325 -0.05 -0.03 -0.25
H 2.333 0.728 -3.286 -0.42 0.20 0.18
H 2.945 0.584 -1.604 -0.15 -0.11 -0.01
H 4.433 0.034 -3.256 0.33 -0.03 -0.08
C 1.358 -0.687 -6.045 -1.82 1.72 -0.79
O 2.551 -1.208 -6.408 2.49 -1.66 -0.09
H 0.929 -0.290 -6.965 -0.53 -0.12 0.00
H 0.710 -1.452 -5.616 -0.31 0.44 0.35
H 1.559 0.205 -5.451 -0.70 -0.05 0.76
H 2.838 -1.604 -5.582 0.83 -0.35 -0.22
C -2.887 -2.780 -3.586 -1.04 0.06 -0.27
O -3.691 -1.612 -3.342 0.37 0.20 0.07
H -2.849 -3.402 -2.691 0.31 -0.01 -0.13
H -3.431 -3.315 -4.364 0.23 -0.38 -0.02
H -1.904 -2.519 -3.978 0.06 0.13 0.34
H -3.973 -1.602 -2.424 0.09 0.06 -0.05
C -1.228 -5.875 -1.543 -1.40 -3.34 -0.27
O -1.751 -6.965 -1.735 -0.39 -0.34 -0.80
N -1.058 -5.370 -0.372 0.09 1.41 5.19
N -0.705 -5.053 -2.398 1.21 2.06 -4.13
H -1.435 -5.826 0.447 0.31 0.15 -0.26
H -0.487 -4.539 -0.324 -0.15 -0.27 1.01
H -0.857 -5.168 -3.390 0.18 0.07 0.30
H -0.426 -4.162 -2.013 0.20 0.04 -0.98
C -1.757 2.483 6.348 -0.10 -0.72 -3.56
O -1.323 1.404 5.997 1.29 -1.01 0.51
N -2.026 3.418 5.424 -0.41 1.51 -0.22
N -2.131 2.814 7.548 -0.44 0.46 2.97
H -1.732 3.328 4.462 -0.05 0.00 0.19
H -2.487 4.243 5.781 0.25 0.13 -0.93
H -2.136 2.062 8.222 -0.25 0.52 0.15
H -2.609 3.699 7.638 0.04 -0.55 0.78
C -3.334 0.394 3.312 -0.44 -1.18 -1.00
C -3.042 -0.897 4.055 2.04 0.09 1.10
C -1.638 -1.471 3.679 -1.12 0.19 -1.17
O -2.943 -0.564 5.428 -1.16 -0.99 0.39
H -4.264 0.879 3.608 -0.05 -0.23 0.17
H -3.439 0.012 2.297 0.02 0.88 -0.56
H -2.528 1.123 3.395 0.12 -0.23 -0.12
H -3.743 -1.716 3.897 -0.53 0.38 0.14
H -1.435 -2.475 4.052 -0.06 0.28 0.72
H -0.895 -0.724 3.960 0.22 -0.27 -0.01
H -1.629 -1.636 2.602 0.32 0.34 -0.35
H -2.335 0.179 5.421 0.35 0.32 0.64
C -0.513 3.894 -1.700 -0.56 -0.56 1.25
C -1.222 4.633 -2.821 0.09 0.53 2.42
C -2.131 5.692 -2.210 -0.68 -0.06 -0.23
O -0.231 5.240 -3.564 0.77 0.27 -2.63
H -1.214 3.335 -1.079 -0.26 -0.58 -0.29
H -0.155 4.582 -0.934 0.45 0.52 -0.31
H 0.318 3.253 -1.992 -0.19 -0.02 -0.31
H -1.851 3.961 -3.405 0.52 0.10 -0.52
H -2.563 6.314 -2.993 0.09 0.09 -0.09
H -1.601 6.331 -1.503 0.13 -0.01 0.02
H -2.977 5.239 -1.693 0.03 -0.09 0.18
H 0.261 5.939 -3.127 -0.37 -0.15 0.54
C 2.272 -4.862 -3.951 -0.51 -0.63 0.21
C 2.791 -5.180 -2.545 0.01 0.50 -0.04
C 4.011 -6.101 -2.564 0.47 0.50 -1.18
O 3.133 -3.912 -1.980 0.91 -0.19 0.29
H 1.988 -5.789 -4.448 0.08 -0.02 -0.33
H 2.982 -4.291 -4.551 0.36 -0.29 0.13
H 1.381 -4.236 -3.910 -0.05 -0.01 0.25
H 2.043 -5.685 -1.934 -0.42 0.22 -0.05
H 4.657 -5.717 -3.354 0.47 0.26 0.11
H 3.794 -7.095 -2.953 -0.46 -0.14 0.39
H 4.603 -6.169 -1.651 -0.41 0.12 0.13
H 2.400 -3.522 -1.498 -0.34 -0.31 0.02
C -0.012 6.215 1.704 -0.88 -1.55 -0.48
C -0.298 6.185 3.194 1.57 1.37 -1.28
C 0.520 5.151 3.950 0.26 -0.45 0.14
O 0.215 7.447 3.619 -0.90 1.30 1.40
H -0.385 7.065 1.133 -0.06 0.41 0.66
H -0.626 5.386 1.351 0.63 -0.52 -0.76
H 1.053 6.107 1.503 -0.05 -0.35 -0.12
H -1.384 6.218 3.279 0.07 -0.17 0.74
H 0.639 4.139 3.562 -0.62 0.09 -0.34
H 0.258 5.078 5.006 -0.14 0.16 -0.03
H 1.535 5.545 3.902 0.21 -0.05 0.13
H 1.171 7.450 3.531 0.00 -0.20 -0.08
```
Positions in Å, forces in eV/Å.

As for the net charge: -1. As for the lowest unoccupied orbital energy: 0.056 hartree. For the calculated total energy, the calculation gives -73518.4848 eV. The calculation puts the highest occupied orbital energy at -7.42 eV.

Mulliken atomic charge list, values in e, 5 entries:
1 O -0.594
2 C -0.105
3 O -0.152
4 B 1.283
5 O -0.564